(1)
62
Properties=species:S:1:pos:R:3:lowdin_charge:R:1 method="wB97M-V/def2-TZVPD" energy_ha=-2396.8258 fmax_ha_per_bohr=0.076
Tl 7.3604 12.9816 13.4160 0.710
C 10.4035 9.9553 17.0125 -0.020
N 9.2079 10.8266 16.8686 -0.120
C 8.9708 12.0319 17.5112 -0.064
C 7.8178 12.5367 16.9663 -0.181
N 7.2779 11.6855 16.0308 -0.019
C 8.1175 10.5997 15.9786 -0.441
P 8.2484 9.3266 14.7230 1.094
C 9.5491 9.9156 13.6007 -0.493
N 9.8552 11.1982 13.4198 0.010
C 10.7755 11.2365 12.3607 -0.137
C 11.0112 9.9947 11.8892 -0.052
N 10.2293 9.1252 12.7210 -0.141
C 10.2325 7.6787 12.6118 -0.051
C 6.8394 9.5528 13.6615 -0.448
N 6.5667 10.6666 12.8897 -0.070
C 5.2754 10.5014 12.4466 -0.131
C 4.7746 9.2640 12.8404 -0.041
N 5.7654 8.6841 13.6156 -0.126
C 5.7395 7.3315 14.2205 -0.017
H 11.2843 10.3217 16.5135 0.086
H 10.0778 9.0440 16.5241 0.044
H 10.5671 9.8223 18.0778 0.090
H 9.6522 12.4509 18.2621 0.125
H 7.1812 13.3325 17.3828 0.115
H 11.2243 12.1675 12.0174 0.109
H 11.7351 9.5625 11.2123 0.111
H 11.2762 7.4315 12.2648 0.100
H 9.5840 7.4271 11.7571 0.087
H 9.8608 7.1704 13.5507 0.089
H 4.7913 11.3336 11.8820 0.094
H 3.8926 8.7089 12.4544 0.132
H 6.7416 6.9717 14.2810 0.050
H 5.2398 6.6661 13.5183 0.091
H 5.1868 7.3727 15.1312 0.086
Cl 3.7772 14.1380 12.1965 0.260
C 5.4387 14.8213 12.4092 -0.780
H 5.3624 15.5530 13.2304 -0.064
H 5.6483 15.1298 11.3930 -0.118
C 8.6246 11.6397 8.4866 -0.075
C 7.8782 11.5151 9.6739 -0.155
N 6.9457 12.3821 9.9923 0.061
C 6.6127 13.4142 9.1639 -0.025
C 7.4135 13.6695 7.9731 -0.179
C 8.3817 12.6685 7.6448 -0.040
C 7.2290 14.7776 7.0629 -0.048
C 6.6655 16.0164 7.2042 -0.026
C 6.4866 16.7628 8.4363 -0.307
C 5.7129 17.9229 8.4624 -0.003
C 5.7195 18.6461 9.6566 -0.113
N 6.4652 18.3215 10.7271 0.095
C 7.1571 17.2061 10.5671 -0.226
N 7.2055 16.4458 9.5035 0.137
H 9.3510 10.8858 8.3369 0.086
H 7.9270 10.6665 10.3283 0.088
H 5.6921 13.9648 9.3771 0.113
H 8.8930 12.8032 6.6637 0.124
H 7.6350 14.5795 6.0633 0.107
H 6.1335 16.5411 6.3984 0.110
H 5.1653 18.2325 7.5774 0.106
H 5.0625 19.4774 9.7750 0.095
H 7.7831 16.8956 11.3744 0.108

***

(2)
79
Properties=species:S:1:pos:R:3:lowdin_charge:R:1 method="wB97M-V/def2-TZVPD" energy_ha=-2070.3366 total_charge=-2 fmax_ha_per_bohr=0.076
Pb -1.1682 0.4934 -0.3270 1.335
N -2.3514 -1.5041 0.5157 -0.109
N -0.6647 -2.5132 -1.6850 -0.101
C 2.2124 0.8432 -0.4072 -0.319
C 2.4152 -0.4597 0.0830 -0.275
C 2.1022 -0.4646 1.4644 -0.249
C 2.3540 -1.6898 2.2685 -0.094
H 2.4675 -2.5345 1.5716 0.058
H 1.5314 -1.9524 2.9371 -0.005
H 3.3014 -1.6663 2.8375 0.068
C 1.6203 0.8427 1.8171 -0.277
C 1.2266 1.4871 3.0971 -0.104
H 2.0865 1.9538 3.6164 0.070
H 0.7278 0.8614 3.8517 0.005
H 0.5255 2.3104 2.8743 0.061
C 1.6680 1.6286 0.6325 -0.365
C 1.3231 3.0720 0.5259 -0.110
H 0.4465 3.3451 1.1249 0.051
H 1.1266 3.3748 -0.5081 0.058
H 2.1553 3.7018 0.8770 0.071
C 2.9070 -1.6359 -0.6892 -0.081
H 3.9636 -1.8630 -0.4695 0.068
H 2.8292 -1.4916 -1.7743 0.051
H 2.3226 -2.5387 -0.4559 0.056
C 2.6556 1.3670 -1.7165 -0.075
H 1.8798 1.9640 -2.2125 0.060
H 2.9542 0.5625 -2.3948 0.045
H 3.5371 2.0213 -1.5933 0.074
C -2.9507 -1.0416 1.6239 -0.382
H -3.4260 -0.0560 1.5886 0.062
C -2.7443 -1.7414 2.8903 -0.461
H -3.2772 -1.4567 3.8001 0.069
C -2.6262 -3.1968 2.6975 -0.155
H -2.9594 -3.9028 3.4612 0.083
C -1.9057 -3.6044 1.6287 -0.117
H -1.4300 -4.5877 1.5698 0.098
C -1.6917 -2.7216 0.5087 -0.327
C -0.7871 -3.1496 -0.4711 -0.134
H -0.3202 -4.1377 -0.3911 0.093
C -0.7056 -1.1432 -1.8125 -0.291
C -0.3689 -3.1570 -2.8862 -0.056
H -0.3372 -4.2246 -2.9043 0.106
C -0.3372 -2.2092 -3.8159 -0.076
H -0.2125 -2.2733 -4.8851 0.111
N -0.5828 -0.9960 -3.1758 -0.059
C -0.7706 0.2667 -3.8131 -0.190
C 0.2937 0.8633 -4.5173 -0.217
C 0.1531 2.2047 -4.8867 -0.044
H 0.9716 2.7074 -5.4160 0.105
C -1.0127 2.9190 -4.6105 -0.317
C -1.2035 4.3210 -5.0940 -0.092
H -1.0734 5.0409 -4.2768 0.070
H -2.2147 4.4545 -5.4953 0.066
H -0.4812 4.5542 -5.8803 0.062
C -2.0256 2.3178 -3.8584 -0.036
H -2.9186 2.8911 -3.5832 0.111
C -1.9480 0.9698 -3.4997 -0.274
C -3.1412 0.3115 -2.8456 -0.111
H -3.6319 -0.4009 -3.5302 0.088
H -3.8865 1.0792 -2.5838 0.073
H -2.9411 -0.2617 -1.9175 -0.002
C 1.5783 0.1546 -4.8267 -0.072
H 1.5378 -0.3765 -5.7887 0.070
H 1.8790 -0.5658 -4.0598 0.060
H 2.3889 0.8908 -4.9238 0.074
C -1.5730 0.6556 6.8053 -0.315
N -1.6669 -0.2996 5.6960 -0.018
C -0.6674 -0.7584 4.9473 -0.611
S -0.8826 -1.0476 3.2081 0.817
N 0.5752 -1.0062 5.3989 -0.042
C 1.0642 -1.1900 6.7594 -0.178
H -0.6333 0.5548 7.3347 0.023
H -2.3949 0.4538 7.4938 -0.004
H -1.6405 1.6840 6.4451 0.048
H -2.5557 -0.2796 5.1866 0.084
H 1.1062 -1.5202 4.6925 0.085
H 1.3100 -2.2514 6.8693 0.066
H 1.9656 -0.5888 6.9095 0.067
H 0.3275 -0.9233 7.5040 0.024

***

(3)
14
Properties=species:S:1:pos:R:3:lowdin_charge:R:1 method="wB97M-V/def2-TZVPD" energy_ha=-286.8425 total_charge=+1 fmax_ha_per_bohr=0.068
C -0.1761 -0.4118 -1.3371 -0.139
C 0.4530 0.7976 -1.9843 0.094
C -0.5708 -1.8062 -1.2964 0.036
C 0.3584 0.9599 3.3206 -0.078
N -0.1290 0.6081 -0.5991 0.230
O 0.3952 0.8743 2.1033 -0.049
H 1.4596 0.9422 -2.1327 0.090
H -0.1757 1.4190 -2.6086 0.118
H -0.1932 -2.3643 -0.4307 0.120
H -0.2536 -2.3315 -2.2036 0.110
H -1.6449 -1.8294 -1.1668 0.113
H 1.2448 0.7304 4.0485 0.118
H -0.4442 1.3400 3.9997 0.096
H -0.3237 1.0717 0.2873 0.141